# 1
Formula: C17H49Br2O20P5
Source: the Open Molecules 2025 dataset
Level of theory: the ωB97M-V functional and the def2-TZVPD basis

Properties
**E_HOMO**: -10.2 eV
**E**: -9037.14017 Ha
**SMILES**: COP(=O)(OC)OC.COP(=O)(OC)OC.COP(=O)(OC)OC.COP(=O)(OC)OC.COP(=O)(OC)OC.BrCCBr

Each atom is followed by the atoms it is bonded to, with distances in Å.
Cartesian coordinates (Å):
1 C 8.1147 31.6087 -4.3717  O2 1.416, H9 1.093, H10 1.092, H11 1.092
2 O 9.5195 31.4538 -4.4605  C1 1.416, P3 1.619
3 P 10.0842 30.2540 -5.3888  O2 1.619, O4 1.463, O5 1.606, O7 1.582
4 O 9.6345 30.1753 -6.7786  P3 1.463
5 O 11.6614 30.4590 -5.1664  P3 1.606, C6 1.438
6 C 12.2979 31.6511 -5.6571  O5 1.438, H12 1.088, H13 1.091, H14 1.084
7 O 9.8200 28.9617 -4.5156  P3 1.582, C8 1.425
8 C 10.3113 28.8135 -3.1857  O7 1.425, H15 1.090, H16 1.095, H17 1.088
9 H 7.5356 30.8413 -4.8909  C1 1.093
10 H 7.7810 32.5774 -4.7501  C1 1.092
11 H 7.7654 31.5636 -3.3379  C1 1.092
12 H 11.5911 32.4407 -5.9040  C6 1.088
13 H 12.8688 31.4821 -6.5719  C6 1.091
14 H 12.9839 31.9226 -4.8626  C6 1.084
15 H 10.6180 29.7814 -2.7889  C8 1.090
16 H 11.1764 28.1440 -3.2312  C8 1.095
17 H 9.5910 28.3274 -2.5308  C8 1.088
18 C 7.1268 29.2783 -7.3256  O19 1.449, H26 1.087, H27 1.091, H28 1.084
19 O 7.1002 28.4763 -6.1193  C18 1.449, P20 1.589
20 P 6.0817 28.8920 -4.9731  O19 1.589, O21 1.464, O22 1.612, O24 1.606
21 O 4.9800 29.7872 -5.3301  P20 1.464
22 O 7.1080 29.5245 -3.9024  P20 1.612, C23 1.427
23 C 6.7194 29.7310 -2.5447  O22 1.427, H29 1.097, H30 1.091, H31 1.086
24 O 5.6536 27.4557 -4.3948  P20 1.606, C25 1.419
25 C 6.6922 26.5386 -4.0860  O24 1.419, H32 1.090, H33 1.091, H34 1.092
26 H 6.7583 30.2871 -7.1603  C18 1.087
27 H 6.4679 28.8076 -8.0571  C18 1.091
28 H 8.1263 29.2579 -7.7451  C18 1.084
29 H 5.9261 29.0314 -2.2536  C23 1.097
30 H 6.2443 30.7099 -2.4704  C23 1.091
31 H 7.5415 29.5636 -1.8558  C23 1.086
32 H 6.5156 26.1368 -3.0878  C25 1.090
33 H 7.6922 26.9729 -4.1269  C25 1.091
34 H 6.7501 25.6753 -4.7526  C25 1.092
35 C 14.6793 34.7129 -7.7999  O36 1.421, H43 1.089, H44 1.091, H45 1.093
36 O 13.5025 34.3286 -8.4983  C35 1.421, P37 1.590
37 P 12.1594 35.1728 -8.3963  O36 1.590, O38 1.470, O39 1.583, O41 1.581
38 O 12.2701 36.6348 -8.2957  P37 1.470
39 O 11.4526 34.5495 -7.1244  P37 1.583, C40 1.416
40 C 10.3213 35.0977 -6.4731  O39 1.416, H46 1.092, H47 1.095, H48 1.086
41 O 11.2992 34.6240 -9.6041  P37 1.581, C42 1.410
42 C 11.3414 33.2697 -9.9941  O41 1.410, H49 1.097, H50 1.088, H51 1.093
43 H 14.7935 35.7822 -7.6282  C35 1.089
44 H 15.5336 34.3880 -8.3962  C35 1.091
45 H 14.7132 34.1583 -6.8582  C35 1.093
46 H 10.1977 36.1347 -6.7905  C40 1.092
47 H 10.4947 35.2195 -5.3990  C40 1.095
48 H 9.4564 34.4507 -6.5845  C40 1.086
49 H 12.0845 33.1137 -10.7853  C42 1.097
50 H 10.4087 32.9143 -10.4280  C42 1.088
51 H 11.6499 32.5729 -9.2111  C42 1.093
52 C 11.6743 24.7591 -5.1624  O53 1.424, H60 1.091, H61 1.091, H62 1.090
53 O 12.1588 25.4250 -6.3246  C52 1.424, P54 1.595
54 P 13.5450 26.2086 -6.2358  O53 1.595, O55 1.462, O56 1.604, O58 1.615
55 O 14.7520 25.3911 -6.1263  P54 1.462
56 O 13.5085 27.1356 -7.5443  P54 1.604, C57 1.435
57 C 12.4800 28.1270 -7.6824  O56 1.435, H63 1.086, H64 1.088, H65 1.091
58 O 13.2548 27.2290 -5.0175  P54 1.615, C59 1.422
59 C 14.2530 28.1884 -4.6910  O58 1.422, H66 1.090, H67 1.090, H68 1.091
60 H 12.3351 24.7956 -4.2955  C52 1.091
61 H 11.5444 23.7022 -5.3999  C52 1.091
62 H 10.7058 25.1705 -4.8776  C52 1.090
63 H 11.8893 28.2106 -6.7748  C57 1.086
64 H 11.8681 27.8636 -8.5422  C57 1.088
65 H 12.9688 29.0852 -7.8622  C57 1.091
66 H 15.0199 28.2220 -5.4648  C59 1.090
67 H 14.6937 27.9791 -3.7164  C59 1.090
68 H 13.8233 29.1864 -4.5975  C59 1.091
69 C 9.2816 29.3731 -9.8911  O70 1.437, H77 1.087, H78 1.091, H79 1.087
70 O 8.8378 28.1603 -10.5201  C69 1.437, P71 1.595
71 P 8.3003 27.0053 -9.5603  O70 1.595, O72 1.472, O73 1.602, O75 1.591
72 O 6.9817 27.1792 -8.9304  P71 1.472
73 O 8.4547 25.7445 -10.5365  P71 1.602, C74 1.415
74 C 7.4897 25.5836 -11.5586  O73 1.415, H80 1.092, H81 1.091, H82 1.093
75 O 9.5004 26.8277 -8.5313  P71 1.591, C76 1.417
76 C 9.4650 25.8632 -7.4937  O75 1.417, H83 1.092, H84 1.091, H85 1.091
77 H 10.1236 29.2413 -9.2162  C69 1.087
78 H 8.4549 29.7868 -9.3114  C69 1.091
79 H 9.5399 30.0735 -10.6809  C69 1.087
80 H 7.9889 25.3338 -12.4972  C74 1.092
81 H 6.8608 26.4565 -11.7410  C74 1.091
82 H 6.8127 24.7463 -11.3689  C74 1.093
83 H 9.7820 26.3413 -6.5640  C76 1.092
84 H 10.1916 25.0790 -7.7097  C76 1.091
85 H 8.4930 25.4097 -7.2962  C76 1.091
86 Br 13.5352 33.6227 -2.6469  C87 1.979
87 C 11.5597 33.5116 -2.5994  Br86 1.979, C88 1.501, H90 1.086, H91 1.087
88 C 11.0717 33.3562 -1.1881  C87 1.501, Br89 1.970, H92 1.088, H93 1.087
89 Br 9.1243 33.0594 -1.1896  C88 1.970
90 H 11.2903 32.6611 -3.2192  C87 1.086
91 H 11.1548 34.4174 -3.0424  C87 1.087
92 H 11.3133 34.2176 -0.5697  C88 1.088
93 H 11.5055 32.4997 -0.6785  C88 1.087

# 2
Formula: C17H49N2O10
Source: the Open Molecules 2025 dataset
Level of theory: the ωB97M-V functional and the def2-TZVPD basis

Properties
**E_HOMO**: -10.7 eV
**E**: -1538.62923 Ha
**Net charge**: +1

Each atom is followed by the atoms it is bonded to, with distances in Å.
Cartesian coordinates (Å):
1 C -2.3165 1.7442 -5.2061  C2 1.598, H12 1.107, H13 1.120, H14 1.112
2 C -2.4292 0.1956 -4.8290  C1 1.598, N3 1.486, H15 1.110, H16 1.114
3 N -1.3340 -0.0724 -3.8611  C2 1.486, C4 1.411, C10 1.340
4 C -0.0370 -0.5205 -4.1903  N3 1.411, C5 1.442, H17 1.098
5 C 0.5842 -0.5581 -2.8895  C4 1.442, C6 1.595, N9 1.403
6 C 2.0337 -0.9926 -2.3852  C5 1.595, C7 1.577, H18 1.117, H19 1.130
7 C 1.7718 -2.1288 -1.3237  C6 1.577, O8 1.197, H20 1.125
8 O 1.9294 -1.8995 -0.1591  C7 1.197
9 N -0.3087 -0.1530 -1.8861  C5 1.403, C10 1.370, H21 1.020
10 C -1.4767 0.1308 -2.5442  N3 1.340, N9 1.370, C11 1.557
11 C -2.7249 0.6401 -1.7643  C10 1.557, H22 1.114, H23 1.112, H24 1.115
12 H -2.6608 1.9493 -6.2382  C1 1.107
13 H -1.2299 1.9873 -5.0832  C1 1.120
14 H -2.8756 2.2912 -4.4158  C1 1.112
15 H -2.2763 -0.3919 -5.7577  C2 1.110
16 H -3.4179 -0.0344 -4.3692  C2 1.114
17 H 0.4131 -0.7787 -5.1585  C4 1.098
18 H 2.5915 -0.1349 -1.9368  C6 1.117
19 H 2.5922 -1.3864 -3.2849  C6 1.130
20 H 1.4019 -3.1025 -1.7495  C7 1.125
21 H -0.1307 -0.0798 -0.8850  N9 1.020
22 H -2.5534 1.7234 -1.5696  C11 1.114
23 H -3.5951 0.5066 -2.4428  C11 1.112
24 H -2.8172 0.0446 -0.8260  C11 1.115
25 C 1.9394 -0.8925 3.3878  O26 1.425, H27 1.089, H28 1.093, H29 1.093
26 O 2.9389 -0.6360 2.4056  C25 1.425, H30 0.961
27 H 2.1723 -0.3215 4.2856  C25 1.089
28 H 0.9622 -0.5851 3.0080  C25 1.093
29 H 1.9249 -1.9577 3.6318  C25 1.093
30 H 2.7124 -1.1447 1.6223  O26 0.961
31 C -1.3649 -0.8050 5.0283  O32 1.426, H33 1.088, H34 1.093, H35 1.090
32 O -1.4235 -0.2547 3.7142  C31 1.426, H36 0.964
33 H -0.6708 -0.2179 5.6259  C31 1.088
34 H -2.3553 -0.7713 5.4886  C31 1.093
35 H -1.0134 -1.8357 4.9779  C31 1.090
36 H -2.0429 -0.7934 3.2082  O32 0.964
37 C 3.4501 2.7840 4.0361  O38 1.424, H39 1.088, H40 1.093, H41 1.093
38 O 2.2793 2.9408 4.8318  C37 1.424, H42 0.964
39 H 4.2893 3.2394 4.5575  C37 1.088
40 H 3.6524 1.7213 3.8823  C37 1.093
41 H 3.3106 3.2796 3.0721  C37 1.093
42 H 1.5499 2.5314 4.3530  O38 0.964
43 C 3.5439 2.0128 0.3114  O44 1.430, H45 1.087, H46 1.092, H47 1.093
44 O 3.5937 1.9930 -1.1172  C43 1.430, H48 0.963
45 H 3.5178 0.9872 0.6719  C43 1.087
46 H 4.4309 2.5113 0.7079  C43 1.092
47 H 2.6422 2.5343 0.6436  C43 1.093
48 H 3.6164 2.9080 -1.4168  O44 0.963
49 C 0.4831 -4.0623 5.8191  O50 1.423, H51 1.089, H52 1.093, H53 1.093
50 O 0.8798 -2.8741 6.4939  C49 1.423, H54 0.963
51 H -0.2596 -3.8042 5.0664  C49 1.089
52 H 1.3468 -4.5203 5.3298  C49 1.093
53 H 0.0443 -4.7670 6.5297  C49 1.093
54 H 1.5347 -3.1278 7.1531  O50 0.963
55 C -4.8334 -1.8997 1.0973  O56 1.426, H57 1.088, H58 1.094, H59 1.092
56 O -3.5493 -1.7847 1.7057  C55 1.426, H60 0.963
57 H -5.5244 -1.2414 1.6189  C55 1.088
58 H -4.7773 -1.6034 0.0459  C55 1.094
59 H -5.1904 -2.9287 1.1725  C55 1.092
60 H -2.9534 -2.3748 1.2315  O56 0.963
61 C 3.8428 -2.3827 -6.5072  O62 1.430, H63 1.088, H64 1.092, H65 1.092
62 O 2.7121 -2.1957 -5.6526  C61 1.430, H66 0.963
63 H 4.7231 -1.9791 -6.0118  C61 1.088
64 H 3.9922 -3.4470 -6.6978  C61 1.092
65 H 3.6872 -1.8563 -7.4509  C61 1.092
66 H 1.9602 -2.5683 -6.1259  O62 0.963
67 C -4.6766 1.3284 -8.4239  O68 1.425, H69 1.089, H70 1.094, H71 1.092
68 O -5.1921 1.9474 -7.2488  C67 1.425, H72 0.963
69 H -3.6670 1.6980 -8.5972  C67 1.089
70 H -4.6458 0.2432 -8.2925  C67 1.094
71 H -5.3024 1.5784 -9.2828  C67 1.092
72 H -6.0835 1.6070 -7.1166  O68 0.963
73 C 0.9608 3.8401 8.3766  O74 1.419, H75 1.089, H76 1.094, H77 1.094
74 O 1.9484 4.1003 7.3907  C73 1.419, H78 0.968
75 H 1.2040 4.4097 9.2722  C73 1.089
76 H -0.0235 4.1480 8.0116  C73 1.094
77 H 0.9480 2.7739 8.6218  C73 1.094
78 H 1.7161 3.5866 6.6041  O74 0.968